The molecule C5H7NO. Source: OMol25; level of theory: ωB97M-V with the def2-TZVPD basis set.

```
14
Properties=species:S:1:pos:R:3:mulliken_charge:R:1
O 2.78507 0.32580 1.27117 -0.498
C 2.59880 -0.55212 0.17970 -0.428
C 1.17277 -0.54799 -0.18990 0.219
C 0.00610 -0.26632 -0.06606 -0.253
C -1.22038 0.18245 0.54775 -0.033
C -2.46733 0.68174 -0.08396 -0.351
N -2.46738 -0.56428 0.67808 -0.578
H 2.36894 1.16409 1.04216 0.307
H 3.23483 -0.27811 -0.66572 0.287
H 2.91264 -1.53160 0.54090 0.273
H -0.86630 0.67318 1.45141 0.301
H -2.60364 0.64880 -1.15883 0.260
H -2.94736 1.51767 0.41392 0.236
H -2.47208 -1.37827 0.06866 0.257
```

Max |F| in eV/Å: 0.7
Energy above the lowest of the compared OMol25 structures with the same formula, charge and spin in kcal/mol: 88.40
Orbital gap in eV: 10.0
SMILES: OCC#C[C@H]1CN1
2S+1: 1
E_HOMO in eV: -9.23
LUMO in eV: 0.8

***

A structure of composition C29H30Cl2MnN9OPS5 at a distorted geometry. Source: OMol25; level of theory: ωB97M-V with the def2-TZVPD basis set.

```
78
Properties=species:S:1:pos:R:3:mulliken_spin:R:1
Mn 12.02432 16.79421 9.82222 4.699
C 10.60686 18.94387 14.71248 0.000
N 10.98833 18.98122 13.27658 0.006
C 10.75817 20.05700 12.36135 -0.009
C 11.30198 19.66522 11.18109 0.032
N 11.91900 18.38099 11.32316 0.040
C 11.66864 18.00267 12.59462 -0.020
P 12.34785 16.56286 13.43738 -0.003
C 11.55505 15.24215 12.48779 -0.008
N 11.65556 15.01552 11.16353 0.032
C 10.94761 13.78442 10.95180 0.005
C 10.46591 13.28064 12.11979 -0.008
N 10.87343 14.22424 13.12846 0.004
C 10.62722 14.13998 14.59039 0.001
C 13.93062 16.53075 12.56791 -0.013
N 14.09634 16.45939 11.23700 0.043
C 15.49553 16.42428 11.05705 0.006
C 16.15459 16.53239 12.24705 0.002
N 15.13137 16.60116 13.24291 0.001
C 15.30557 16.71452 14.71910 0.000
H 9.95910 19.81376 14.92315 0.000
H 11.49506 18.98250 15.38389 0.000
H 10.03577 18.02416 14.93068 0.000
H 10.21894 20.97720 12.61440 0.001
H 11.39233 20.21378 10.24967 -0.001
H 10.84138 13.36912 9.95275 0.004
H 9.90667 12.36665 12.31237 0.001
H 10.05191 13.22884 14.82259 0.000
H 10.02820 15.01224 14.94721 0.000
H 11.57959 14.09516 15.15606 0.000
H 15.93551 16.27738 10.08226 0.000
H 17.21750 16.55443 12.47752 0.000
H 16.37869 16.76479 14.95931 0.000
H 14.84009 15.84971 15.23953 0.000
H 14.83439 17.65067 15.07556 0.000
S 5.70260 19.78840 6.78138 0.002
C 7.04210 19.15346 7.46682 0.001
S 7.03000 18.08281 8.84625 -0.003
C 8.72419 17.83183 9.04307 0.017
C 9.56053 18.54326 8.03434 0.009
S 11.25514 18.50208 7.97863 0.060
S 8.66993 19.47141 6.88820 -0.003
S 9.30765 16.83809 10.25376 0.055
C 11.51330 7.65270 8.60988 0.000
C 12.22721 8.93730 8.22400 0.000
C 12.73064 9.11897 6.91424 0.000
C 13.41744 10.28588 6.54763 0.000
C 13.57650 11.30020 7.52730 -0.001
N 14.28440 12.49540 7.29259 -0.001
C 14.86830 12.85923 6.06744 0.000
O 14.96582 12.14972 5.07794 0.000
N 15.43267 14.14686 6.08613 0.000
C 15.10798 15.29433 6.83525 0.002
C 15.96034 16.41625 6.66633 0.000
C 15.62343 17.59121 7.33688 0.010
C 14.46732 17.62462 8.13631 0.024
N 13.66708 16.54336 8.30420 0.015
C 13.95389 15.38824 7.64656 0.015
C 13.06211 11.13189 8.82996 0.000
C 12.40784 9.96425 9.18428 0.000
H 11.50794 6.95539 7.74899 0.000
H 10.46659 7.85643 8.93289 0.000
H 12.01193 7.14914 9.46866 0.000
H 12.53612 8.32647 6.18554 0.000
H 13.84459 10.47234 5.56151 0.000
H 14.53108 13.01073 8.12896 -0.001
H 16.00617 14.30066 5.26480 0.000
H 16.85089 16.32263 6.02956 0.000
H 16.23492 18.49477 7.29726 0.000
H 14.21774 18.51565 8.71688 -0.008
H 13.24746 14.57564 7.75105 -0.014
H 13.20935 11.93809 9.57345 0.000
H 12.02057 9.83066 10.19096 0.000
Cl 9.04962 12.70596 7.76230 0.001
C 10.45641 13.45416 7.02509 0.006
Cl 10.70332 15.14451 7.70075 -0.002
H 10.31402 13.55563 5.93988 0.000
H 11.37877 12.90143 7.25175 -0.001
```

Expectation value of S²: 8.76
Max |F| in eV/Å: 5.4
Energy above the lowest of the compared OMol25 structures with the same formula, charge and spin in kcal/mol: 25.32
Orbital gap (spin up / spin down) in eV: 4.5 / 4.5
2S+1: 6
E_HOMO (spin up / spin down) in eV: -4.77 / -4.79
LUMO (spin up / spin down) in eV: -0.2 / -0.3

***

A structure of composition C7H8MgN4OS3 at a distorted geometry. Source: OMol25; level of theory: ωB97M-V with the def2-TZVPD basis set.

```
24
Properties=species:S:1:pos:R:3:mulliken_charge:R:1
Mg -0.36088 -0.73117 0.26202 0.582
O 1.09306 -0.17215 1.39529 -0.572
N 1.81345 0.90400 1.03501 0.561
C 3.05170 1.08973 1.56250 -0.163
C 3.79538 2.22631 1.29567 -0.742
C 3.28439 3.14193 0.37705 -0.121
C 2.07337 2.91188 -0.24173 -0.860
C 1.29784 1.78989 0.11197 0.771
S -0.15077 1.52171 -0.78057 -0.602
H 3.40046 0.30665 2.21293 0.415
H 4.73220 2.36074 1.79557 0.402
H 3.82940 4.03522 0.12507 0.384
H 1.66375 3.56106 -1.01819 0.362
N -4.01008 -2.67514 -0.32877 -0.511
C -3.31683 -1.53133 -0.10569 0.601
N -3.23510 -0.63300 -1.10133 -0.277
S -2.55951 -1.21711 1.39697 -0.504
H -3.66771 -3.28783 -1.09781 0.171
H -4.06519 -3.24994 0.52734 0.299
H -3.85890 -0.68556 -1.90516 0.242
H -2.78519 0.25859 -0.89496 0.139
S -1.56454 -4.38034 -2.07552 -0.469
C -0.52381 -3.22481 -1.53015 0.701
N 0.06353 -2.31931 -1.01750 -0.807
```

Max |F| in eV/Å: 2.0
Energy above the lowest of the compared OMol25 structures with the same formula, charge and spin in kcal/mol: 0.00
Orbital gap in eV: 8.4
2S+1: 1
E_HOMO in eV: -8.33
LUMO in eV: 0.1

***

A structure of composition C11H21Cl3IO4P2Sn at a distorted geometry. Source: OMol25; level of theory: ωB97M-V with the def2-TZVPD basis set.

```
43
Properties=species:S:1:pos:R:3:mulliken_charge:R:1
C 0.29439 -1.30753 -3.34535 -1.065
C 0.16225 -0.24408 -2.32302 0.453
H 0.36516 -0.84099 -4.35144 0.408
H -0.61230 -1.94960 -3.29683 0.228
H 1.21511 -1.91846 -3.15402 0.248
O -0.03986 0.91490 -2.59923 -0.320
I 0.24913 -3.73800 0.87156 0.110
Sn -0.21252 0.53172 0.57163 1.289
P 2.64671 -0.37978 -0.02893 0.796
C 3.65890 1.06326 0.55260 -1.283
C 3.50387 -1.72087 0.91763 -1.111
H 4.57079 -1.84984 0.71763 0.451
H 4.55949 -0.61774 -1.53597 0.483
H 2.94766 -2.63504 0.71332 0.259
H 3.12230 -1.51909 -2.13161 0.315
H 3.23443 1.44056 1.49032 0.375
H 3.36575 -1.50530 1.97478 0.400
C 3.46226 -0.58151 -1.66295 -1.205
H 4.70038 0.71060 0.68856 0.448
H 3.20788 0.26140 -2.32786 0.400
H 3.63336 1.87906 -0.17615 0.427
P -2.54754 -0.39555 -0.35374 0.785
C -3.41972 1.17352 -0.12242 -1.240
C -3.13071 -1.06263 -1.92360 -1.211
H -2.84228 -2.49837 0.79722 0.334
H -4.39487 -1.61038 0.43540 0.459
H -3.33283 -1.10289 1.81239 0.183
C -3.36478 -1.53168 0.80722 -0.898
H -2.77702 -2.11480 -2.04345 0.361
H -4.24448 -1.06154 -1.87377 0.542
H -4.36508 0.99411 -0.66257 0.492
H -2.87863 2.01679 -0.56970 0.445
H -2.79781 -0.43690 -2.77591 0.393
H -3.59001 1.36152 0.94901 0.397
C 0.67796 2.73756 0.30883 0.387
O 0.95330 3.84622 0.39685 -0.135
Cl -1.95722 3.44092 4.22409 -0.005
C -1.13395 1.95996 3.89542 0.682
Cl 0.09322 1.50276 5.14866 -0.030
Cl -2.33908 0.55776 3.67516 -0.134
C -0.37079 2.15305 2.51005 0.191
O 0.82196 1.55050 2.30635 -0.510
O -1.09476 2.52638 1.49384 -0.594
```

Max |F| in eV/Å: 4.0
Energy above the lowest of the compared OMol25 structures with the same formula, charge and spin in kcal/mol: 20.86
Orbital gap (spin up / spin down) in eV: 4.8 / 5.4
2S+1: 1
Total charge: +3
E_HOMO (spin up / spin down) in eV: -18.74 / -19.15
LUMO (spin up / spin down) in eV: -13.9 / -13.7

***

A structure of composition C3H9NO at a distorted geometry. Source: OMol25; level of theory: ωB97M-V with the def2-TZVPD basis set.

```
14
Properties=species:S:1:pos:R:3:mulliken_charge:R:1
C -1.26170 -0.81117 0.47223 -0.322
C -0.40437 -0.06463 -0.56616 -0.703
C 1.09215 -0.27469 -0.55574 -0.416
O 1.63865 1.28963 -1.21242 -0.507
N -1.02407 -0.22018 1.82604 -0.580
H -0.93539 -1.87010 0.49503 0.215
H -2.32450 -0.69087 0.32242 0.313
H -0.67834 1.00436 -0.51260 0.362
H -0.79628 -0.26659 -1.59558 0.329
H 1.32192 -1.24735 -0.95210 0.338
H 1.55662 -0.02961 0.40092 0.285
H 1.78541 0.29679 -1.46253 0.216
H -1.91102 -0.05480 2.30813 0.243
H -0.52707 0.64490 1.68542 0.225
```

Max |F| in eV/Å: 5.1
Energy above the lowest of the compared OMol25 structures with the same formula, charge and spin in kcal/mol: 106.02
Orbital gap in eV: 10.0
2S+1: 1
E_HOMO in eV: -9.41
LUMO in eV: 0.6

***

The molecule C5H6N2O at a distorted geometry. Source: OMol25; level of theory: ωB97M-V with the def2-TZVPD basis set.

```
14
Properties=species:S:1:pos:R:3:mulliken_charge:R:1
N -2.15253 -0.68455 -0.03143 -0.446
C -0.80346 -0.51919 -0.03415 0.512
C 0.30542 -1.31804 0.21017 -0.707
C 1.53847 -0.60233 -0.07629 0.312
O 2.71702 -0.87061 -0.08619 -0.614
C 1.01888 0.76739 -0.49481 0.235
C 0.37451 1.48781 0.57874 -0.472
N -0.45227 0.80708 -0.50262 -0.567
H -2.64777 -0.00661 -0.49567 0.273
H -2.48524 -1.66334 -0.23387 0.273
H 0.28850 -2.39064 0.38067 0.374
H 1.47224 1.35247 -1.36191 0.322
H 0.43958 1.07726 1.58216 0.268
H 0.38665 2.56329 0.56519 0.235
```

Max |F| in eV/Å: 4.6
Energy above the lowest of the compared OMol25 structures with the same formula, charge and spin in kcal/mol: 30.18
Orbital gap in eV: 9.7
SMILES: NC1=CC(=O)[C@@H]2CN12
2S+1: 1
E_HOMO in eV: -8.90
LUMO in eV: 0.8

***

Number 1: calculated total energy -8832.370 eV. Number 2: calculated total energy -165849.944 eV. Number 3: calculated total energy -53350.176 eV. Number 4: calculated total energy -89979.993 eV. Number 5: calculated total energy -6790.458 eV. Number 6: calculated total energy -10308.295 eV.